Entry 1:
Here is the molecule C4H8O from the Open Molecules 2025 dataset. Energies are from ωB97M-V/def2-TZVPD.

Geometry (Å):
C -1.257 -0.961 -0.234
C -0.265 -0.592 0.844
O -0.550 0.683 1.416
C 0.646 0.535 0.654
C 0.991 1.007 -0.741
H -1.780 -0.049 -0.534
H -0.788 -1.403 -1.118
H -2.000 -1.660 0.154
H 0.043 -1.387 1.522
H 1.519 0.637 1.298
H 1.885 0.390 -0.883
H 1.259 2.064 -0.835
H 0.297 0.737 -1.543

Values from the calculation:
- orbital gap (eV) = 11.28
- E_HOMO (eV) = -10.153
- net charge = 0
- SMILES string = C[C@@H]1O[C@@H]1C
- LUMO level (eV) = 1.13


Entry 2:
Here is a cluster of 13 separate species, H26O13 in total from the Open Molecules 2025 dataset. Energies are from ωB97M-V/def2-TZVPD.

Geometry (Å):
O 48.300 40.272 45.007
H 48.032 40.037 44.079
H 48.430 41.269 44.970
O 48.576 41.328 39.322
H 47.781 41.189 38.878
H 49.227 41.061 38.632
O 51.604 40.100 40.234
H 52.227 40.641 40.757
H 50.737 40.233 40.740
O 51.452 42.807 41.463
H 51.513 42.285 42.314
H 51.146 43.708 41.444
O 48.860 42.894 44.732
H 48.894 42.433 43.838
H 49.843 42.730 44.788
O 48.482 42.064 42.254
H 49.093 42.099 41.587
H 47.710 42.437 41.953
O 45.477 41.530 43.612
H 45.418 42.338 43.328
H 45.759 41.010 42.873
O 51.019 40.640 43.203
H 51.111 40.938 44.125
H 50.287 40.034 43.274
O 47.831 44.973 43.840
H 48.493 44.246 44.366
H 47.001 44.547 43.458
O 48.930 38.733 40.538
H 48.757 39.621 40.202
H 49.178 38.240 39.767
O 45.544 44.146 42.664
H 45.863 44.301 41.798
H 44.674 44.349 42.251
O 47.180 44.524 40.282
H 46.579 44.853 39.665
H 48.071 44.620 39.883
O 47.494 39.113 42.330
H 46.843 39.439 41.836
H 48.138 39.210 41.562

Values from the calculation:
- orbital gap (eV) = 8.56
- E_HOMO (eV) = -9.220
- net charge = 0
- LUMO level (eV) = -0.66


Entry 3:
Here is a cluster of 8 separate species, C27H65F6N7O5P in total from the Open Molecules 2025 dataset. Energies are from ωB97M-V/def2-TZVPD.

Geometry (Å):
P -0.734 -0.006 -0.009
F -0.746 -1.052 -1.303
F 0.021 1.189 -0.877
F -2.256 0.574 -0.329
F -0.773 0.936 1.366
F -1.448 -1.243 0.739
F 0.796 -0.427 0.539
C 2.097 2.332 3.353
C 1.352 3.681 3.811
N 0.114 3.455 4.542
C 0.477 2.579 5.705
C -0.638 2.557 6.765
C -1.036 2.858 3.741
C -1.431 3.736 2.584
H 2.818 2.730 2.638
H 1.447 1.718 2.730
H 2.411 1.800 4.251
H 2.062 4.239 4.422
H 1.117 4.332 2.969
H 0.722 1.566 5.385
H 1.286 2.995 6.305
H -0.403 2.108 7.730
H -1.048 3.567 6.800
H -1.448 1.880 6.490
H -1.905 2.720 4.384
H -0.825 1.843 3.404
H -0.716 3.621 1.769
H -1.477 4.746 2.992
H -2.405 3.353 2.281
C 5.970 0.849 1.773
C 6.523 0.253 0.423
N 5.598 -0.687 -0.174
C 6.295 -1.728 -0.959
C 5.569 -2.894 -1.336
C 4.283 -0.209 -0.608
C 4.300 0.231 -2.055
H 5.821 0.012 2.456
H 4.989 1.272 1.559
H 6.609 1.505 2.364
H 6.713 1.037 -0.310
H 7.496 -0.140 0.716
H 6.542 -1.229 -1.896
H 7.301 -1.930 -0.592
H 4.515 -2.937 -1.608
H 6.128 -3.558 -1.994
H 5.479 -3.479 -0.421
H 3.622 0.270 0.114
H 3.601 -1.048 -0.745
H 4.252 -0.678 -2.656
H 5.147 0.750 -2.503
H 3.431 0.864 -2.232
C -1.896 -3.305 5.078
O -2.746 -3.479 4.199
N -1.038 -2.243 5.075
C -1.074 -1.345 3.836
C 0.125 -2.222 5.918
H -1.776 -4.055 5.876
H -1.961 -1.465 3.214
H -0.132 -1.509 3.314
H -1.038 -0.320 4.205
H 0.174 -1.377 6.605
H 0.204 -3.117 6.535
H 1.016 -2.217 5.291
C -1.780 3.189 -2.248
O -2.219 2.698 -3.236
N -1.577 4.549 -2.082
C -1.187 5.033 -0.744
C -1.964 5.544 -3.125
H -1.497 2.567 -1.384
H -0.746 4.251 -0.125
H -1.865 5.778 -0.328
H -0.353 5.689 -0.994
H -2.896 5.950 -2.731
H -1.165 6.285 -3.101
H -2.082 4.972 -4.046
C -6.243 -2.339 -0.604
O -5.169 -2.737 -0.010
N -6.284 -1.152 -1.274
C -7.577 -0.691 -1.739
C -5.177 -0.269 -1.551
H -7.250 -2.762 -0.466
H -7.982 0.123 -1.139
H -8.310 -1.495 -1.670
H -7.540 -0.416 -2.793
H -5.375 0.677 -1.048
H -4.311 -0.820 -1.182
H -4.991 -0.003 -2.591
C 2.648 -1.352 -5.955
O 3.267 -1.833 -6.893
N 2.065 -1.807 -4.840
C 1.949 -3.217 -4.652
C 1.276 -1.008 -3.971
H 2.484 -0.264 -5.942
H 2.207 -3.728 -5.579
H 0.918 -3.491 -4.431
H 2.382 -3.731 -3.794
H 1.750 -1.271 -3.025
H 1.370 0.073 -4.075
H 0.187 -1.050 -3.992
C -4.470 -3.645 -3.934
O -5.068 -4.394 -4.709
N -3.129 -3.824 -3.776
C -2.183 -3.009 -3.041
C -2.402 -4.894 -4.552
H -4.881 -2.777 -3.395
H -1.441 -2.486 -3.644
H -1.538 -3.493 -2.307
H -2.711 -2.175 -2.579
H -1.743 -5.457 -3.891
H -3.058 -5.582 -5.085
H -1.816 -4.467 -5.366

Values from the calculation:
- orbital gap (spin up / spin down) (eV) = 7.30 / 3.20
- E_HOMO (spin up / spin down) (eV) = -8.093 / -8.093
- spin multiplicity = 2
- net charge = 0
- LUMO level (spin up / spin down) (eV) = -0.79 / -4.90


Values of ΔE to the lowest compared entry with this formula, charge and spin, in order: 31.7 124.1 57.1, all in kcal/mol.